[1]
Formula: C6H12Cl12F12O4P3V2
Source: the Open Molecules 2025 dataset
Level of theory: wB97M-V/def2-TZVPD

The geometry in XYZ format:
```
51
Properties=species:S:1:pos:R:3:forces:R:3
H 28.09503 -18.41661 -10.02023 -0.2 -1.8 -0.5
O 26.06818 -16.85317 -7.07042 -1.0 8.3 -17.3
Cl 25.86091 -13.34046 -5.97977 0.4 0.2 0.0
C 27.99349 -20.68817 -6.31376 0.3 -2.4 0.4
O 26.71596 -18.68957 -6.84296 -1.0 -11.5 -3.3
C 25.34988 -14.70803 -6.98195 -0.9 1.9 0.6
Cl 29.45550 -20.02187 -10.84779 0.0 -0.5 0.5
H 24.61161 -17.70577 -10.43301 1.1 2.3 0.3
P 24.00615 -17.87164 -4.99812 -4.3 2.6 11.8
H 27.84604 -16.03113 -9.50649 1.2 0.6 -0.9
V 27.73632 -17.34114 -6.78287 12.8 15.1 0.6
H 29.03886 -17.33192 -9.52483 1.6 1.6 -1.5
O 25.23817 -18.48543 -8.72693 2.0 0.7 -3.4
H 25.07530 -19.83993 -9.55768 -1.3 -1.2 -1.3
H 27.60353 -21.70575 -6.33741 0.4 0.0 -0.7
Cl 25.75973 -15.58214 -9.83515 -1.1 -0.9 -1.2
F 23.13417 -18.98760 -4.21252 1.4 -1.0 -1.5
Cl 22.85342 -20.04164 -8.96159 -0.3 0.1 -0.2
F 28.20519 -18.46306 -5.69145 7.9 -5.7 11.3
C 27.95320 -19.49723 -10.03628 -0.2 1.2 -3.3
H 27.15677 -19.99047 -6.27885 1.0 -1.4 0.5
F 24.69644 -16.67495 -5.76139 -7.1 1.2 4.8
P 26.50202 -17.93757 -8.10579 3.0 0.8 -14.0
Cl 25.65763 -17.02990 -12.34115 -1.4 0.1 -1.0
F 22.74034 -16.91480 -4.61662 0.5 0.0 -1.9
H 27.78670 -19.88223 -9.03023 -0.7 -0.1 -2.1
F 26.81297 -18.72045 -3.77052 1.8 0.2 -1.1
F 26.54444 -17.03188 -5.48295 4.3 -0.1 14.9
F 24.67109 -17.41485 -3.54938 -0.4 -0.5 -1.9
F 25.30399 -18.78426 -5.29375 -2.9 -2.5 4.6
F 23.50713 -18.37464 -6.44285 -13.5 -1.9 2.7
H 24.08549 -18.74254 -10.56011 -1.0 -1.9 -0.2
C 25.57940 -17.23227 -10.59816 0.1 2.1 -1.7
P 27.68783 -17.52494 -4.42830 -0.3 0.6 9.9
F 28.49131 -16.26070 -5.07480 1.4 0.0 0.3
Cl 28.32394 -16.82249 -11.66230 1.4 0.7 -0.5
Cl 28.92775 -20.26875 -7.80981 1.9 -2.0 4.0
Cl 30.06465 -15.22815 -9.85158 0.0 0.3 -0.2
H 25.82456 -14.71338 -7.96315 -0.1 0.6 0.9
C 28.73532 -16.40595 -10.01323 2.1 1.3 -1.3
F 27.08850 -16.57510 -3.24936 0.5 0.2 -1.3
H 26.38447 -17.88578 -10.26218 -0.5 1.4 -1.0
F 28.90944 -17.90366 -3.39427 -0.4 0.2 -2.3
Cl 23.57689 -14.60626 -7.20943 -0.1 0.1 -0.5
C 24.15779 -19.74508 -10.13844 -1.2 -2.6 -0.5
Cl 24.12119 -20.98383 -11.46048 -1.0 0.2 0.2
O 27.95331 -17.61538 -8.51731 -3.5 -2.5 -0.9
H 25.48656 -15.66285 -6.47427 0.3 4.1 -0.6
Cl 26.59322 -19.73992 -11.11931 1.9 -1.9 -1.3
V 25.02136 -18.19516 -7.00401 -4.9 -5.4 0.7
Cl 29.01441 -20.69208 -4.88475 0.4 -0.8 0.4
```
Positions in Å, forces in eV/Å.

Computed properties:
Spin multiplicity ... 7
Net charge ... -1
Highest occupied orbital energy (alpha / beta) ... -4.01 / -7.71 eV
Lowest unoccupied orbital energy (alpha / beta) ... 2.236 / 1.983 eV
Frontier orbital gap (alpha / beta) ... 6.2 / 9.7 eV
ΔE to the lowest compared entry with this formula, charge and spin ... 874.7 kcal/mol

---

[2]
Formula: C25H57N3O2OsP2
Source: the Open Molecules 2025 dataset
Level of theory: wB97M-V/def2-TZVPD

The geometry in XYZ format:
```
90
Properties=species:S:1:pos:R:3:forces:R:3
H 2.30875 2.75917 -4.17718 0.1 0.1 0.1
C 1.13867 0.38384 -4.97932 -0.3 0.6 0.7
H 3.07513 -0.37816 -3.18898 -0.1 -0.2 -0.1
H 3.05304 -2.86435 -0.87269 0.0 -0.1 0.4
C 2.99755 1.73909 -1.68275 0.0 -0.2 0.0
N 2.28280 -0.08496 2.22348 2.3 1.2 1.3
C -3.47738 1.10073 0.52330 -0.4 0.6 0.1
H 0.08039 -0.90016 -3.62187 -0.6 0.4 0.5
H 1.34515 -1.58693 -0.46334 0.0 0.1 0.3
C 1.84648 3.26400 -3.32247 -0.7 -0.5 0.3
H -4.38164 1.28006 -0.05914 0.2 0.2 -0.1
C 2.63044 1.30836 1.97671 -1.0 0.6 -0.6
H -2.32387 3.53829 -3.18143 0.2 -0.1 0.2
H -3.65345 -1.67708 -0.39073 -0.3 0.1 0.1
H -0.36521 2.33903 -4.09807 -0.1 -0.1 0.2
H 3.65831 1.53900 -2.53661 -0.2 0.1 0.2
C -2.94596 -2.77165 3.14664 0.0 0.0 0.1
H -2.13432 2.03914 4.43224 -0.1 -0.1 -0.2
H 2.89128 0.81306 -1.10402 0.0 0.1 0.0
C -0.27998 1.89637 0.56513 0.5 5.9 2.5
N 3.04301 -1.96335 1.06985 -0.6 0.9 0.5
H 2.30719 -1.79365 -3.90780 0.0 0.1 0.0
H 1.26853 2.94763 -1.29087 -0.8 -0.3 0.1
C -2.25899 1.67314 3.40525 -0.1 0.1 -0.1
H 2.10068 1.93086 2.70568 0.2 0.0 0.1
C 2.15164 -0.94981 1.15236 -0.3 -2.9 -2.3
C -1.61961 3.01494 -2.51733 -0.2 0.2 0.3
H -2.57912 1.04053 -0.17267 -1.1 0.2 0.4
H -2.62433 -0.37160 3.94163 0.3 0.1 -0.4
H -5.17371 -0.81889 -0.09922 0.1 -0.4 0.3
P 0.34172 1.00539 -2.26358 -2.8 1.4 -0.8
H -0.38412 -0.97258 4.49837 0.0 0.3 -0.2
H -3.09736 -3.85912 3.11230 0.0 0.3 0.0
C -3.61381 -0.22551 1.25560 0.3 0.1 -0.3
H 2.05716 0.97662 -5.04832 0.0 -0.3 -0.1
H -0.88850 3.74307 -2.14016 -0.1 0.0 -0.2
H 0.08596 -2.96027 1.43984 -0.1 0.0 0.2
H -2.17667 2.65535 -1.64552 0.1 0.2 -0.2
H -3.47297 0.49626 -1.89631 -0.1 1.3 -0.2
H 1.25978 -0.46750 -5.66248 0.1 -0.1 0.0
O -1.51309 -2.31755 -1.75588 1.3 3.9 2.4
P -1.84158 -0.61438 1.67902 -3.5 -0.4 2.5
C 2.84419 -3.10562 0.18623 -0.2 -0.6 -0.5
H 5.05167 -2.45585 1.02003 -0.1 0.3 0.1
C 2.16413 -0.98555 -3.17846 -0.2 0.1 0.4
N 1.18730 -0.86427 0.23561 0.9 0.2 1.2
H 0.29526 0.08627 3.22965 -0.2 0.0 0.1
H 3.52069 2.46507 -1.04406 0.0 0.0 -0.1
C -0.57262 -3.02765 2.31617 0.2 -0.4 0.1
H -1.60520 2.26752 2.75820 -0.2 0.1 0.2
H 1.83415 -3.53179 0.28686 0.2 0.3 0.0
H -4.63595 -2.14853 1.00951 0.0 0.3 -0.4
H -3.32931 1.25229 -1.82715 -0.7 -1.5 -0.6
C -1.94845 -2.42196 2.03681 0.8 -0.2 -0.5
C 1.65521 2.32961 -2.12051 2.5 0.9 -1.0
H 3.71429 1.49044 2.08654 -0.2 -0.4 0.2
H -3.29736 1.97853 1.15048 0.0 -0.3 0.0
H -3.29862 1.84956 3.12056 0.2 0.0 0.1
C -1.21833 -1.35991 -1.14249 -2.2 -5.6 -3.4
H -0.06916 -2.56172 3.17614 -0.2 -0.2 -0.2
C -1.87224 0.19766 3.37110 0.8 0.0 0.0
H 2.53510 4.06171 -3.01552 0.2 0.0 0.0
H 0.31047 0.97827 -5.36839 0.2 -0.2 0.0
H -2.30487 -2.84470 1.08055 0.0 0.1 0.3
H 2.07108 -1.44779 -2.19245 0.0 0.0 -0.2
H 4.39918 -2.34832 2.65294 0.1 0.1 -0.3
C -4.31274 -1.29196 0.40021 0.1 0.1 -0.1
H 2.43961 -1.63385 3.68071 0.1 0.6 -0.1
H -2.81398 1.40589 -4.26425 0.2 -0.2 0.2
H -4.17086 -0.09706 2.19636 0.3 0.0 -0.2
H -1.47059 0.39809 -4.81288 0.0 0.2 0.1
H -3.92280 -2.28987 3.01726 0.3 -0.2 0.1
H 0.92527 3.75190 -3.65156 0.2 0.0 0.1
C 0.92600 -0.19173 -3.57329 2.4 -1.1 -2.0
Os -0.62941 0.18643 -0.19035 2.3 -0.4 -0.5
H 2.33869 1.61338 0.96479 0.1 -0.3 0.3
H 2.16853 0.02361 4.29804 0.2 0.0 -0.1
H -2.18379 0.06779 -3.24628 -0.1 0.4 -0.4
H 3.55474 -3.88373 0.49427 -0.2 0.2 -0.1
H -0.69838 -4.09217 2.55478 0.1 0.2 -0.1
H -0.30565 0.78077 4.74666 0.0 -0.2 -0.1
O -0.11021 2.99648 0.94274 -0.4 -4.2 -1.5
C 4.37113 -1.88274 1.65887 0.9 -0.2 0.5
C -1.90706 0.88210 -3.93344 -0.3 -0.7 -0.1
H -2.54265 -2.53342 4.14063 -0.2 -0.1 -0.2
H 3.79535 -0.43119 3.73583 -0.4 0.2 -0.3
C -0.49500 -0.00030 3.99468 0.3 0.0 0.6
C -0.94476 1.88190 -3.28596 0.5 0.1 0.0
C 2.71421 -0.57178 3.55333 -0.9 -0.6 0.3
H 4.72575 -0.84823 1.70191 0.0 -0.3 0.0
```
Positions in Å, forces in eV/Å.

Computed properties:
Spin multiplicity ... 5
Net charge ... +4
Highest occupied orbital energy (alpha / beta) ... -19.70 / -20.94 eV
Lowest unoccupied orbital energy (alpha / beta) ... -11.896 / -17.393 eV
Frontier orbital gap (alpha / beta) ... 7.8 / 3.5 eV
ΔE to the lowest compared entry with this formula, charge and spin ... 15.5 kcal/mol

---

no.,maximum force (eV/Å)
1,19.77
2,6.88